Entry 1:
{
  "formula": "C5H10O",
  "method": "the ωB97M-V functional and the def2-TZVPD basis",
  "gap_ev": 10.267,
  "charge": 0,
  "smiles": "CO[C@H]1C[C@H]1C",
  "fmax_ev_per_a": 2.56,
  "e_above_lowest_kj_mol": 267.75,
  "symbols": ["C", "O", "C", "C", "C", "C", "H", "H", "H", "H", "H", "H", "H", "H", "H", "H"],
  "coordinates": [[1.30392, -1.72471, -0.28908], [1.10714, -0.71408, 0.72886], [-0.26635, -0.36062, 0.95873], [-1.06326, 1.12346, 1.24528], [-0.98606, 0.55631, -0.10259], [0.04243, 1.17507, -1.00991], [2.37012, -1.99464, -0.29043], [1.06078, -1.38863, -1.30998], [0.73361, -2.65070, -0.10310], [-0.79031, -1.28698, 1.19574], [-0.55535, 2.07894, 1.42879], [-2.05457, 1.13173, 1.73326], [-1.90637, 0.15813, -0.52442], [0.17960, 0.52385, -1.87298], [0.97438, 1.17631, -0.43726], [-0.14971, 2.19654, -1.35092]],
  "atomic_forces_ev_per_a": [[-0.14, 0.17, 0.18], [-0.37, 0.56, 0.26], [-1.59, 1.10, -1.68], [1.00, -1.10, 0.65], [0.66, -1.11, -0.02], [0.14, -0.06, -0.22], [-0.34, 0.28, 0.26], [-0.10, 0.17, 0.42], [-0.02, 0.37, 0.21], [-0.41, 0.56, 0.46], [0.31, -0.70, 0.00], [0.82, -0.64, 0.06], [0.16, 0.14, -0.17], [0.13, 0.23, -0.16], [0.03, 0.19, -0.34], [-0.29, -0.16, 0.09]],
  "nbo_charge": [-0.25, -0.55, 0.09, -0.39, -0.29, -0.62, 0.20, 0.17, 0.17, 0.18, 0.22, 0.22, 0.21, 0.21, 0.23, 0.21]
}


Entry 2:
{
  "formula": "C40H43As2N2V",
  "method": "the ωB97M-V functional and the def2-TZVPD basis",
  "gap_ev": [6.345, 7.058],
  "charge": 2,
  "fmax_ev_per_a": 2.04,
  "e_above_lowest_kj_mol": 53.58,
  "multiplicity": 3,
  "symbols": ["V", "C", "C", "As", "C", "C", "C", "C", "C", "C", "C", "C", "C", "C", "C", "C", "As", "C", "C", "C", "C", "C", "C", "C", "C", "C", "C", "C", "C", "H", "H", "H", "H", "H", "H", "H", "H", "H", "H", "H", "H", "H", "H", "H", "H", "H", "H", "H", "H", "H", "H", "H", "H", "C", "C", "C", "C", "N", "N", "H", "H", "H", "H", "H", "H", "H", "H", "H", "H", "H", "H", "C", "C", "C", "C", "C", "C", "C", "C", "C", "C", "H", "H", "H", "H", "H", "H", "H"],
  "coordinates": [[-0.15104, -0.47549, -0.06615], [2.27757, 1.94557, -0.39256], [2.71748, 1.15491, 0.84387], [2.13517, -0.73579, 0.76866], [3.75656, -1.61805, 0.19396], [4.90333, -1.43477, 0.96327], [6.10031, -1.98318, 0.53700], [6.14869, -2.70398, -0.65137], [5.00242, -2.89171, -1.40763], [3.79654, -2.34773, -0.98780], [1.96224, -1.17813, 2.65369], [1.22605, -0.32303, 3.47499], [1.04716, -0.62657, 4.81562], [1.58601, -1.79483, 5.33705], [2.29854, -2.65913, 4.51729], [2.48589, -2.35664, 3.17638], [0.33041, 1.86322, -0.59679], [-0.08263, 2.97812, -2.12909], [0.45713, 4.26206, -2.15366], [0.16394, 5.10643, -3.21032], [-0.67522, 4.67606, -4.23044], [-1.23006, 3.40576, -4.19270], [-0.93714, 2.55209, -3.13896], [-0.35695, 3.00063, 0.82759], [-1.74927, 3.09077, 0.90887], [-2.34506, 3.87427, 1.88327], [-1.55199, 4.57442, 2.78470], [-0.17006, 4.50210, 2.69747], [0.42931, 3.71190, 1.72408], [2.69859, 1.52204, -1.30764], [2.61583, 2.97943, -0.32612], [2.29620, 1.59502, 1.74905], [3.80235, 1.17251, 0.93869], [4.85654, -0.88384, 1.89571], [6.99560, -1.84956, 1.12882], [7.08902, -3.12241, -0.98449], [5.04681, -3.46112, -2.32610], [2.89178, -2.49359, -1.56646], [0.81349, 0.60375, 3.08106], [0.50119, 0.05334, 5.45679], [1.45354, -2.03065, 6.38436], [2.71330, -3.57272, 4.92166], [3.05287, -3.02546, 2.54068], [1.08901, 4.60558, -1.34272], [0.58425, 6.10262, -3.24057], [-0.90551, 5.33805, -5.05451], [-1.89187, 3.07984, -4.98417], [-1.37867, 1.56548, -3.09646], [-2.35797, 2.59576, 0.15431], [-3.42318, 3.95412, 1.93707], [-2.01592, 5.18658, 3.54638], [0.45004, 5.06675, 3.38076], [1.51096, 3.67459, 1.66116], [-3.45411, -2.32594, 2.31606], [-3.91148, -1.10720, 1.51761], [-4.33028, 0.03718, 2.44887], [-5.04896, -1.48670, 0.57883], [-2.79813, -0.68174, 0.62582], [-1.63131, -0.19118, 1.29392], [-4.30499, -2.76043, 2.83884], [-2.71500, -2.07345, 3.08296], [-3.04331, -3.08923, 1.65330], [-5.28081, -0.19020, 2.92954], [-4.45875, 0.96375, 1.88220], [-3.59426, 0.20856, 3.23811], [-5.86940, -1.91853, 1.14835], [-4.71289, -2.22086, -0.15494], [-5.42871, -0.61377, 0.04243], [-3.14274, 0.04848, 0.01071], [-1.46297, -0.79202, 2.10336], [-1.74269, 0.76186, 1.65833], [-0.35478, -1.60618, -5.74898], [0.36114, -0.63083, -5.03083], [0.38548, -0.65618, -3.66193], [-0.30910, -1.65620, -2.94828], [-0.31474, -1.73488, -1.52889], [-0.86507, -2.82305, -0.88629], [-1.52107, -3.83497, -1.60644], [-1.60358, -3.73578, -2.97020], [-0.98999, -2.67214, -3.67628], [-1.00875, -2.60883, -5.08815], [-0.36826, -1.57208, -6.83001], [0.90330, 0.13519, -5.57047], [0.96812, 0.07330, -3.11057], [-0.79917, -2.91401, 0.20550], [-1.95682, -4.67834, -1.08771], [-2.12716, -4.49578, -3.53714], [-1.53228, -3.38327, -5.63513]],
  "atomic_forces_ev_per_a": [[-0.63, -1.72, -0.90], [0.00, -0.17, 0.12], [-0.13, 0.11, -0.08], [1.64, 0.28, 0.88], [-0.32, -0.01, -0.19], [-0.10, 0.03, 0.08], [0.00, -0.02, -0.04], [0.03, 0.00, 0.02], [0.02, -0.03, -0.05], [-0.17, 0.04, 0.07], [-0.15, -0.01, -0.07], [-0.02, 0.06, -0.13], [-0.04, 0.01, 0.05], [0.02, -0.04, 0.00], [-0.02, -0.01, 0.03], [0.03, 0.05, -0.19], [0.37, 1.80, -0.44], [0.00, -0.17, 0.08], [0.05, -0.10, 0.08], [0.01, 0.04, -0.03], [-0.02, -0.03, -0.03], [-0.02, 0.02, -0.04], [0.04, -0.09, 0.18], [-0.12, -0.26, 0.08], [0.11, -0.01, -0.14], [-0.05, 0.00, 0.02], [0.02, 0.01, 0.03], [-0.02, 0.02, 0.01], [0.15, -0.11, -0.10], [0.00, 0.03, -0.01], [-0.07, 0.04, -0.06], [0.04, -0.08, 0.02], [0.02, -0.09, 0.04], [0.06, 0.02, 0.00], [0.00, 0.00, 0.00], [-0.01, -0.01, 0.00], [-0.01, 0.00, 0.00], [0.03, -0.01, -0.06], [0.02, 0.02, 0.04], [-0.01, -0.01, -0.01], [0.00, 0.00, 0.00], [0.01, 0.01, 0.01], [0.01, -0.04, 0.03], [0.02, 0.05, -0.04], [0.00, 0.00, 0.03], [0.01, 0.00, 0.01], [-0.01, -0.01, 0.02], [0.00, -0.09, -0.10], [-0.09, 0.00, 0.09], [0.01, 0.00, -0.03], [0.02, 0.01, -0.01], [-0.02, 0.00, 0.02], [-0.03, 0.03, 0.03], [-0.02, 0.03, -0.08], [-0.02, 0.12, 0.27], [0.06, -0.09, -0.10], [0.11, 0.00, -0.12], [-0.25, -0.30, -0.34], [-0.35, 0.35, 0.83], [0.02, 0.02, 0.05], [0.01, -0.04, 0.00], [-0.01, 0.00, 0.00], [0.03, -0.02, 0.05], [-0.06, 0.00, 0.01], [-0.02, 0.03, 0.02], [-0.04, 0.04, 0.00], [-0.01, -0.01, 0.03], [-0.02, 0.00, 0.02], [0.10, 0.13, -0.01], [-0.10, -0.02, 0.02], [-0.10, -0.04, 0.13], [-0.07, -0.11, -0.06], [0.05, 0.09, 0.08], [-0.07, 0.01, -0.03], [-0.03, -0.22, -0.20], [0.01, 0.05, -0.09], [0.19, 0.29, 0.01], [-0.07, -0.24, -0.02], [0.02, -0.02, 0.13], [0.13, 0.24, 0.08], [0.00, -0.04, -0.02], [0.01, 0.00, 0.01], [0.00, 0.00, 0.02], [0.00, 0.08, -0.01], [-0.16, 0.04, 0.02], [0.00, 0.00, -0.02], [0.00, -0.02, 0.01], [0.00, 0.03, -0.03]],
  "mulliken_spin": [2.12, 0.02, 0.02, -0.04, 0.01, 0.00, 0.00, 0.00, 0.00, 0.00, 0.00, 0.01, 0.00, 0.00, 0.00, 0.00, 0.02, -0.01, 0.00, 0.00, 0.00, 0.00, 0.01, -0.01, 0.00, 0.00, 0.00, 0.00, 0.00, -0.01, 0.00, 0.01, -0.01, 0.00, 0.00, 0.00, 0.00, 0.00, 0.01, 0.00, 0.00, 0.00, 0.00, 0.00, 0.00, 0.00, 0.00, 0.01, -0.02, 0.00, 0.00, 0.00, 0.00, 0.00, 0.01, 0.00, 0.00, 0.00, -0.01, 0.00, 0.00, 0.00, 0.00, 0.00, 0.00, 0.00, 0.00, 0.00, 0.01, 0.01, -0.01, 0.00, 0.01, 0.02, -0.07, -0.07, -0.06, 0.01, 0.00, 0.00, 0.00, 0.00, 0.00, 0.01, 0.00, 0.00, 0.00, 0.00]
}


Entry 3:
{
  "formula": "C45H37ClIMoN4O7",
  "method": "the ωB97M-V functional and the def2-TZVPD basis",
  "gap_ev": [7.177, 7.256],
  "charge": 1,
  "fmax_ev_per_a": 1.58,
  "multiplicity": 3,
  "symbols": ["Mo", "O", "C", "C", "O", "O", "C", "C", "C", "C", "C", "C", "C", "C", "C", "C", "C", "C", "H", "H", "H", "H", "H", "H", "H", "H", "H", "H", "H", "Cl", "C", "C", "C", "I", "C", "O", "C", "N", "C", "C", "C", "C", "H", "H", "H", "H", "C", "O", "C", "C", "C", "C", "C", "C", "N", "C", "N", "C", "C", "C", "C", "C", "C", "O", "C", "N", "C", "C", "C", "C", "C", "C", "O", "C", "H", "H", "H", "H", "H", "H", "H", "H", "H", "H", "H", "H", "H", "H", "H", "H", "H", "H", "H", "H", "H", "H"],
  "coordinates": [[-0.23755, 0.10435, -0.10249], [1.70146, -0.19801, 1.66587], [1.59910, 0.70017, 2.79656], [0.32407, 1.50866, 2.52204], [-0.26572, 2.14071, 3.34320], [-0.01247, 1.50704, 1.20459], [2.76392, 1.70372, 2.75386], [2.99914, 2.52773, 3.85427], [4.02666, 3.45822, 3.81975], [4.82842, 3.57419, 2.68832], [4.59139, 2.76182, 1.58954], [3.55527, 1.82945, 1.61662], [1.57796, -0.09439, 4.09897], [0.43299, -0.26938, 4.86841], [0.46238, -1.10388, 5.98418], [1.62316, -1.77650, 6.33394], [2.77589, -1.60109, 5.57377], [2.75212, -0.75980, 4.46986], [2.36985, -0.85488, 1.87845], [2.37110, 2.43623, 4.73705], [4.20564, 4.09466, 4.68015], [5.63741, 4.29635, 2.66716], [5.21253, 2.85059, 0.70344], [3.36344, 1.20283, 0.75520], [-0.47854, 0.25432, 4.61192], [-0.43653, -1.22555, 6.58347], [1.63580, -2.43021, 7.20011], [3.69521, -2.10799, 5.84989], [3.66871, -0.59258, 3.90463], [-3.39265, -5.98912, -1.50824], [-2.61824, -4.64411, -0.73510], [-2.52804, -4.59865, 0.61887], [-1.89964, -3.50844, 1.28200], [-1.71385, -3.46194, 3.34011], [-1.38603, -2.48518, 0.55527], [-0.75998, -1.39629, 1.02990], [-1.48826, -2.53218, -0.85241], [-0.92961, -1.45511, -1.47797], [-0.93122, -1.43592, -2.78169], [-1.49368, -2.46472, -3.55154], [-2.07142, -3.53775, -2.93750], [-2.08148, -3.59947, -1.53095], [-2.93929, -5.41527, 1.20165], [-0.46462, -0.58232, -3.25697], [-1.45458, -2.39611, -4.63164], [-2.50966, -4.34349, -3.51724], [-1.13037, 0.84609, -5.61420], [-0.05518, 1.76596, -5.36789], [-0.45051, 3.07325, -5.44257], [-0.25893, 3.78321, -6.61708], [-0.64123, 5.11207, -6.70493], [-1.21541, 5.73613, -5.60116], [-1.38237, 5.03246, -4.42180], [-1.00288, 3.69497, -4.33328], [-1.25805, 3.00247, -3.11308], [-0.50559, 2.08796, -2.47758], [0.71333, 1.84172, -2.92541], [1.63961, 0.87776, -2.44659], [1.43308, 0.04169, -1.36444], [2.41561, -0.92970, -1.09909], [3.56178, -1.01435, -1.85790], [3.77728, -0.12743, -2.91848], [2.81268, 0.80462, -3.21343], [2.88024, 1.70087, -4.22777], [3.98146, 1.59149, -5.13068], [-0.97506, 1.49149, -1.37887], [-2.28202, 1.85931, -0.87908], [-2.42634, 2.83201, 0.10175], [-3.67296, 3.10386, 0.64525], [-4.77848, 2.39580, 0.20213], [-4.66090, 1.44450, -0.80394], [-3.41832, 1.19165, -1.36390], [-3.22594, 0.31825, -2.37182], [-4.39650, -0.27602, -2.93885], [-0.69475, -0.15028, -5.62786], [-1.59561, 1.04749, -6.57913], [-1.88802, 0.90998, -4.82681], [0.19156, 3.26695, -7.45823], [-0.49172, 5.65889, -7.62890], [-1.51905, 6.77465, -5.65322], [-1.81175, 5.51747, -3.54826], [-2.07902, 3.28761, -2.60325], [0.98595, 2.28203, -3.79147], [2.26446, -1.63889, -0.29662], [4.30735, -1.76996, -1.63614], [4.68611, -0.18660, -3.50254], [3.80903, 2.31433, -5.91890], [4.03028, 0.58937, -5.55605], [4.91726, 1.82237, -4.62308], [-1.54932, 3.35080, 0.45322], [-3.76960, 3.84980, 1.42332], [-5.75362, 2.58141, 0.63853], [-5.53738, 0.90808, -1.14392], [-4.06290, -0.84965, -3.79761], [-5.10577, 0.48529, -3.26032], [-4.87968, -0.94881, -2.22803]],
  "atomic_forces_ev_per_a": [[1.50, -0.11, 0.49], [-0.23, 0.20, 0.34], [0.25, 0.03, -0.21], [0.19, -0.10, -1.01], [-0.06, 0.17, 0.03], [-0.11, 0.47, 1.24], [-0.09, 0.02, 0.00], [-0.05, -0.03, 0.02], [-0.01, 0.00, 0.01], [0.00, -0.01, 0.00], [-0.06, -0.07, 0.00], [0.05, 0.11, 0.09], [-0.03, -0.22, -0.10], [0.02, -0.08, 0.03], [-0.08, 0.05, -0.03], [0.05, 0.00, -0.03], [-0.03, 0.05, -0.04], [0.01, 0.09, 0.00], [0.05, -0.24, 0.02], [0.09, 0.02, -0.11], [-0.02, -0.07, -0.08], [-0.07, -0.05, 0.00], [-0.07, -0.02, 0.09], [0.01, 0.02, -0.02], [0.05, -0.09, 0.05], [0.13, 0.03, -0.09], [0.01, 0.08, -0.08], [-0.10, 0.06, -0.04], [-0.12, -0.04, 0.06], [0.04, 0.07, 0.02], [-0.06, -0.09, -0.24], [0.04, 0.02, 0.43], [-0.21, -0.50, 0.26], [-0.01, -0.04, 0.09], [0.32, 0.69, -0.27], [-0.68, -0.38, -0.19], [0.13, 0.17, 0.10], [-0.26, -0.48, 0.27], [0.07, 0.08, -0.68], [0.10, 0.15, -0.23], [-0.15, -0.25, -0.07], [0.00, -0.01, -0.08], [0.06, 0.12, 0.00], [-0.04, -0.03, -0.01], [0.00, -0.01, 0.07], [0.04, 0.08, 0.08], [0.10, 0.05, 0.06], [-0.45, -0.57, -0.73], [-0.01, 0.16, -0.14], [0.06, 0.13, -0.17], [0.00, -0.02, 0.02], [0.03, -0.03, -0.03], [-0.08, 0.08, 0.12], [-0.07, 0.20, 0.47], [-0.28, 0.23, -0.40], [0.12, -0.19, 0.42], [0.52, -0.31, 0.62], [-0.43, 0.27, -0.10], [-0.14, 0.07, 0.17], [0.04, 0.06, -0.10], [0.06, 0.01, -0.06], [0.17, -0.25, 0.13], [0.12, 0.09, -0.15], [0.24, 0.09, -0.34], [-0.12, -0.01, 0.18], [-0.63, 0.25, -0.12], [0.08, 0.01, -0.24], [-0.05, 0.01, 0.02], [-0.02, 0.02, 0.01], [-0.08, 0.02, 0.04], [-0.14, 0.15, 0.14], [-0.06, 0.01, 0.20], [-0.12, -0.31, -0.52], [0.20, -0.06, 0.07], [0.05, 0.01, 0.00], [0.02, 0.03, -0.05], [0.01, 0.01, 0.01], [-0.04, 0.05, 0.06], [-0.02, -0.05, 0.09], [0.02, -0.08, 0.00], [0.06, -0.06, -0.11], [-0.15, 0.02, 0.00], [0.15, -0.07, 0.13], [-0.01, -0.03, 0.04], [-0.06, 0.06, -0.02], [-0.06, -0.02, 0.06], [-0.06, 0.07, -0.02], [-0.01, -0.04, -0.03], [0.06, 0.01, 0.02], [0.12, 0.00, 0.07], [0.00, -0.04, -0.04], [0.08, 0.00, -0.03], [0.08, 0.10, 0.07], [0.07, -0.01, -0.02], [-0.02, 0.06, -0.05], [0.01, 0.00, 0.03]],
  "mulliken_spin": [1.84, -0.02, 0.02, 0.01, 0.01, 0.04, 0.00, 0.00, 0.00, 0.00, 0.00, 0.00, 0.00, 0.00, 0.00, 0.00, 0.00, 0.00, 0.01, 0.00, 0.00, 0.00, 0.00, 0.00, 0.00, 0.00, 0.00, 0.00, 0.00, 0.00, 0.02, -0.01, 0.02, 0.00, -0.02, 0.11, 0.00, -0.18, 0.07, -0.01, 0.03, -0.01, 0.00, 0.02, 0.00, 0.00, 0.00, 0.00, 0.00, 0.00, 0.00, 0.00, 0.00, 0.00, 0.00, 0.06, 0.00, 0.05, 0.00, -0.08, -0.02, 0.03, -0.03, 0.00, 0.00, 0.09, 0.00, 0.00, -0.01, 0.02, -0.01, -0.06, 0.01, 0.00, 0.00, 0.00, 0.00, 0.00, 0.00, 0.00, 0.00, 0.00, 0.00, -0.01, 0.00, 0.00, 0.00, 0.00, 0.00, 0.00, 0.00, 0.00, 0.00, 0.00, 0.00, 0.00]
}